Entry from the Open Molecules 2025 dataset: one molecule with the formula C2H5N (ωB97M-V/def2-TZVPD).

Structure (SMILES): [H]/N=C/C
Energy above the lowest of the compared OMol25 structures with the same formula, charge and spin, eV: 0.568
LUMO, eV: 1.29
Highest occupied orbital energy, hartree: -0.3459
Gap between HOMO and LUMO, eV: 10.7068

Element x y z (Å)
H (0.292, 2.167, -0.952)
N (0.325, 1.380, -0.348)
C (-0.089, 0.227, -0.585)
C (-0.056, -0.774, 0.606)
H (-0.671, -0.014, -1.497)
H (-1.070, -1.229, 0.829)
H (0.493, -0.279, 1.514)
H (0.777, -1.478, 0.433)



Entry from the Open Molecules 2025 dataset: a 2-piece molecular cluster, C5H15N2S overall (ωB97M-V/def2-TZVPD).

Energy above the lowest of the compared OMol25 structures with the same formula, charge and spin, eV: 0.135
LUMO, eV: 4.07
Total charge: -1
Highest occupied orbital energy, hartree: -0.1048
Gap between HOMO and LUMO, eV: 6.9191

Element x y z (Å)
C (-0.416, -3.045, 0.750)
C (-1.618, -2.269, 0.176)
S (-1.141, -0.776, -0.761)
N (0.372, -2.209, 1.662)
H (0.179, -3.382, -0.105)
H (-0.838, -3.923, 1.252)
H (-2.277, -2.016, 1.015)
H (-2.186, -2.964, -0.456)
H (0.016, -1.264, 1.529)
H (1.322, -2.128, 1.323)
C (0.779, 1.800, 0.372)
C (0.224, 2.315, -0.948)
C (1.024, 1.777, -2.154)
N (-0.297, 1.805, 1.369)
H (1.637, 2.354, 0.760)
H (1.098, 0.767, 0.174)
H (0.227, 3.410, -0.998)
H (-0.821, 2.025, -1.060)
H (0.911, 0.699, -2.227)
H (2.071, 2.059, -2.003)
H (0.658, 2.273, -3.055)
H (0.019, 1.624, 2.303)
H (-0.942, 1.065, 1.081)



Entry from the Open Molecules 2025 dataset: C32H26N4O2SeTi as an isolated structure (ωB97M-V/def2-TZVPD).

Energy above the lowest of the compared OMol25 structures with the same formula, charge and spin, eV: 0.120
LUMO (alpha / beta), eV: 4.63 / 4.63
Total charge: -2
Highest occupied orbital energy (alpha / beta), hartree: 0.0250 / -0.0682
Spin multiplicity: 3
Gap between HOMO and LUMO (alpha / beta), eV: 3.9540 / 6.4879
<S²>: 2.03

Element x y z (Å)
Ti (0.525, -0.342, 0.289)
C (-1.158, -2.657, 3.598)
C (-0.066, -2.005, 2.791)
O (-0.460, -1.108, 1.960)
C (1.240, -2.415, 2.891)
C (2.208, -1.799, 2.017)
C (3.130, -2.701, 1.241)
N (2.289, -0.507, 1.828)
N (1.768, 0.295, 2.860)
C (1.011, 1.253, 2.447)
O (0.570, 1.431, 1.236)
C (0.538, 2.228, 3.482)
C (1.103, 2.280, 4.754)
C (0.634, 3.187, 5.692)
C (-0.409, 4.050, 5.370)
C (-0.977, 3.997, 4.106)
C (-0.504, 3.092, 3.163)
H (-1.764, -3.276, 2.933)
H (-1.805, -1.881, 4.009)
H (-0.760, -3.270, 4.407)
H (1.477, -3.330, 3.421)
H (3.309, -3.606, 1.827)
H (4.080, -2.214, 1.027)
H (2.655, -3.004, 0.305)
H (1.906, 1.592, 4.985)
H (1.082, 3.220, 6.679)
H (-0.776, 4.757, 6.105)
H (-1.795, 4.660, 3.849)
H (-0.934, 3.029, 2.171)
C (4.005, -0.498, -2.617)
C (3.373, -0.128, -3.802)
C (2.042, 0.249, -3.773)
C (1.329, 0.242, -2.567)
C (1.919, -0.198, -1.365)
C (3.278, -0.523, -1.433)
C (-0.060, 0.730, -2.478)
C (-0.652, 1.518, -3.445)
C (-1.927, 2.042, -3.262)
C (-2.615, 1.774, -2.045)
C (-3.898, 2.264, -1.758)
C (-4.534, 1.986, -0.554)
C (-3.890, 1.191, 0.386)
C (-2.621, 0.682, 0.129)
C (-1.947, 0.973, -1.067)
N (-0.687, 0.472, -1.280)
H (5.057, -0.768, -2.622)
H (3.915, -0.131, -4.742)
H (1.547, 0.526, -4.697)
H (3.795, -0.797, -0.521)
H (-0.102, 1.736, -4.350)
H (-2.397, 2.660, -4.018)
H (-4.390, 2.879, -2.507)
H (-5.525, 2.380, -0.355)
H (-4.376, 0.954, 1.326)
H (-2.146, 0.046, 0.867)
Se (-0.119, -2.874, -0.563)
C (-0.419, -2.623, -2.421)
C (0.558, -2.908, -3.375)
C (0.280, -2.729, -4.720)
N (-0.883, -2.287, -5.200)
C (-1.810, -1.997, -4.281)
C (-1.636, -2.148, -2.918)
H (1.544, -3.231, -3.061)
H (1.050, -2.944, -5.457)
H (-2.750, -1.605, -4.660)
H (-2.427, -1.870, -2.233)



- Among the records above, which one has the lowest energy above the lowest of the compared OMol25 structures with the same formula, charge and spin?
  C32H26N4O2SeTi